Record 1
Molecular formula: C10H4AlN2O4
Method: DFT, the ωB97M-V functional and the def2-TZVPD basis

Properties
LUMO level: -14.4 eV
ΔE to the lowest compared entry with this formula, charge and spin: 73.70 kJ/mol
E: -1035.12215 Eh
E_HOMO: -0.7576 hartree
charge: +3
max |F|: 6.80 eV Å⁻¹

Element x y z (Å)
O: 1.93 1.29 -2.96
C: 2.10 0.88 -1.89
Al: 1.94 -0.06 -0.04
O: 5.37 1.72 0.93
C: 4.40 1.20 0.64
C: 2.09 -1.90 -1.05
O: 2.05 -2.91 -1.61
C: 2.07 -1.11 1.75
O: 1.87 -1.80 2.66
N: -5.42 0.59 0.35
C: -4.25 0.47 0.28
C: -2.81 0.31 0.18
C: -2.25 -0.73 -0.56
C: -0.87 -0.84 -0.63
N: -0.06 0.02 0.00
C: -0.60 1.03 0.74
C: -1.96 1.21 0.85
H: -2.91 -1.44 -1.09
H: -0.42 -1.65 -1.20
H: 0.09 1.71 1.24
H: -2.37 2.03 1.44

=====

Record 2
Molecular formula: C20H46O28S6
Method: DFT, the ωB97M-V functional and the def2-TZVPD basis

Properties
structure (SMILES): O=S1(=O)CCCC1.O=S1(=O)OCCO1.O=S1(=O)OCCO1.O=S1(=O)OCCO1.O=S1(=O)OCCO1.O=S1(=O)OCCO1.OCCO.OCCO.OCCO
LUMO level: -0.1 eV
ΔE to the lowest compared entry with this formula, charge and spin: 468.03 kJ/mol
E: -5285.08225 Eh
E_HOMO: -0.3643 hartree
max |F|: 4.90 eV Å⁻¹

Element x y z (Å)
C: 5.75 -2.92 -3.73
C: 5.39 -4.33 -3.22
C: 6.26 -5.29 -4.10
S: 6.42 -4.65 -5.77
O: 5.41 -5.39 -6.53
O: 7.80 -4.56 -6.17
C: 5.80 -2.92 -5.23
H: 6.59 -2.41 -3.26
H: 4.87 -2.30 -3.58
H: 4.33 -4.45 -3.46
H: 5.43 -4.53 -2.15
H: 5.83 -6.28 -4.20
H: 7.25 -5.49 -3.67
H: 4.88 -2.79 -5.80
H: 6.53 -2.25 -5.69
C: -4.11 6.53 1.03
C: -3.48 6.78 2.40
O: -4.18 6.02 3.30
S: -5.26 4.97 2.67
O: -6.52 5.07 3.39
O: -4.68 3.63 2.26
O: -5.31 5.81 1.33
H: -3.48 5.85 0.45
H: -4.15 7.51 0.55
H: -3.56 7.77 2.84
H: -2.41 6.61 2.52
C: -2.56 -3.20 -6.60
C: -1.53 -3.71 -5.56
O: -2.15 -3.51 -4.27
S: -3.80 -3.29 -4.34
O: -4.21 -2.24 -3.42
O: -4.37 -4.62 -4.51
O: -3.63 -2.59 -5.85
H: -2.96 -4.02 -7.20
H: -2.14 -2.46 -7.28
H: -0.62 -3.10 -5.55
H: -1.57 -4.79 -5.62
C: -5.99 -3.33 2.52
C: -5.28 -3.40 3.93
O: -4.84 -4.80 3.99
S: -5.52 -5.72 2.78
O: -6.24 -6.88 3.28
O: -4.61 -5.95 1.65
O: -6.58 -4.58 2.37
H: -5.21 -3.30 1.76
H: -6.63 -2.47 2.30
H: -5.85 -3.23 4.85
H: -4.34 -2.85 4.04
C: -4.40 3.02 -7.96
C: -3.85 4.46 -8.12
O: -2.50 4.28 -7.67
S: -1.88 2.77 -7.98
O: -1.24 2.08 -6.82
O: -1.19 2.72 -9.28
O: -3.41 2.05 -8.21
H: -5.21 2.84 -8.65
H: -4.91 2.78 -7.02
H: -4.42 5.29 -7.70
H: -3.90 4.56 -9.21
C: -1.43 2.61 9.16
C: -0.96 1.27 9.47
O: -2.07 0.38 9.53
S: -3.52 1.21 9.37
O: -4.54 0.83 10.37
O: -3.97 1.22 7.97
O: -2.77 2.67 9.69
H: -1.45 2.81 8.09
H: -0.93 3.43 9.69
H: -0.46 1.24 10.44
H: -0.34 0.80 8.70
C: -0.45 1.10 0.25
C: 0.27 1.72 1.41
O: 1.29 0.99 2.05
O: 0.44 0.76 -0.76
H: -1.24 1.71 -0.19
H: -0.94 0.20 0.61
H: -0.38 1.75 2.28
H: 0.81 2.64 1.21
H: 2.13 1.14 1.61
H: 0.12 -0.01 -1.23
C: 3.79 -3.40 4.27
C: 5.19 -3.13 3.73
O: 5.96 -4.27 3.94
O: 2.90 -4.02 3.30
H: 3.29 -2.44 4.40
H: 3.78 -3.87 5.26
H: 5.84 -2.45 4.29
H: 5.18 -2.98 2.65
H: 5.86 -4.89 3.22
H: 2.54 -3.38 2.67
C: 5.94 5.23 1.41
C: 6.41 3.85 1.71
O: 6.20 2.94 0.57
O: 6.71 5.90 0.49
H: 6.07 5.82 2.32
H: 4.87 5.33 1.26
H: 5.80 3.42 2.51
H: 7.46 3.89 2.01
H: 6.58 3.34 -0.22
H: 6.21 5.85 -0.33

=====

Record 3
Molecular formula: C19H21NO3
Method: DFT, the ωB97M-V functional and the def2-TZVPD basis

Properties
structure (SMILES): C[C@@H]1CN(C(=O)c2ccc(Oc3ccccc3)cc2)C[C@H](C)O1
LUMO level: 0.7 eV
ΔE to the lowest compared entry with this formula, charge and spin: 120.05 kJ/mol
E: -1017.09333 Eh
E_HOMO: -0.3143 hartree
max |F|: 0.58 eV Å⁻¹

Element x y z (Å)
C: -5.36 -0.28 1.09
C: -5.21 -0.15 -0.43
C: -4.16 -1.13 -0.97
N: -2.83 -0.63 -0.73
C: -2.03 -1.22 0.19
O: -2.38 -2.20 0.83
C: -0.66 -0.64 0.36
C: -0.24 -0.20 1.61
C: 1.04 0.27 1.80
C: 1.94 0.29 0.74
C: 1.53 -0.15 -0.52
C: 0.24 -0.61 -0.70
H: -0.06 -0.97 -1.67
H: 2.22 -0.12 -1.35
O: 3.17 0.83 0.98
C: 4.27 0.39 0.29
C: 4.45 -0.94 -0.07
C: 5.62 -1.32 -0.71
C: 6.61 -0.39 -0.98
C: 6.43 0.93 -0.60
C: 5.27 1.32 0.03
H: 5.12 2.35 0.33
H: 7.20 1.65 -0.81
H: 7.52 -0.70 -1.48
H: 5.75 -2.36 -0.99
H: 3.69 -1.67 0.15
H: 1.37 0.62 2.77
H: -0.93 -0.25 2.44
C: -2.61 0.67 -1.33
H: -2.76 0.58 -2.41
H: -1.61 1.03 -1.13
C: -3.64 1.67 -0.75
C: -3.25 2.09 0.66
H: -2.38 2.74 0.62
H: -3.00 1.23 1.28
H: -4.07 2.63 1.13
O: -4.96 1.18 -0.87
H: -3.65 2.56 -1.39
H: -4.29 -1.26 -2.05
H: -4.25 -2.10 -0.47
H: -6.18 -0.38 -0.89
H: -5.87 0.59 1.49
H: -4.40 -0.40 1.58
H: -5.96 -1.16 1.32

=====

Record 4
Molecular formula: C36H98ClN8O4
Method: DFT, the ωB97M-V functional and the def2-TZVPD basis

Properties
LUMO level (alpha / beta): 0.5 / 0.4 eV
ΔE to the lowest compared entry with this formula, charge and spin: 0.00 kJ/mol
E: -2629.13749 Eh
E_HOMO (alpha / beta): -0.1435 / -0.2848 hartree
max |F|: 3.81 eV Å⁻¹
multiplicity: 2

Element x y z (Å)
N: 3.15 0.39 3.95
H: 3.24 -0.50 4.42
H: 2.81 0.26 3.01
H: 4.01 0.91 4.12
H: 2.43 0.78 4.54
N: -0.76 1.49 3.52
H: 0.02 1.53 4.17
H: -1.66 1.27 3.94
H: -0.56 0.75 2.86
H: -0.87 2.35 3.02
Cl: 0.83 -0.30 0.69
O: 0.13 0.93 0.36
O: 0.01 -0.89 1.71
O: 0.91 -1.07 -0.49
O: 2.09 0.07 1.27
C: 3.51 -6.26 0.48
C: 3.45 -5.91 1.95
N: 3.35 -4.46 2.24
C: 4.63 -3.78 1.97
C: 4.79 -2.36 2.51
C: 2.19 -3.74 1.65
C: 0.85 -4.28 2.21
H: 3.45 -7.35 0.47
H: 4.34 -5.85 -0.09
H: 2.60 -5.87 0.01
H: 2.61 -6.47 2.36
H: 4.34 -6.41 2.36
H: 5.45 -4.37 2.39
H: 4.94 -3.75 0.92
H: 4.28 -1.61 1.90
H: 4.31 -2.16 3.47
H: 5.86 -2.18 2.59
H: 2.20 -3.80 0.56
H: 2.23 -2.69 1.94
H: 0.02 -3.70 1.80
H: 0.84 -4.24 3.30
H: 0.61 -5.28 1.85
C: -3.60 -0.02 2.13
C: -4.15 0.69 3.38
N: -3.21 0.65 4.55
C: -3.76 1.56 5.58
C: -3.00 1.61 6.91
C: -2.96 -0.69 5.05
C: -4.23 -1.48 5.45
H: -3.51 -1.09 2.33
H: -2.57 0.24 1.88
H: -4.21 0.08 1.24
H: -4.28 1.74 3.11
H: -5.16 0.35 3.62
H: -3.76 2.58 5.17
H: -4.83 1.36 5.67
H: -1.92 1.77 6.81
H: -3.38 2.39 7.57
H: -3.16 0.65 7.40
H: -2.22 -0.73 5.85
H: -2.47 -1.26 4.27
H: -4.80 -0.97 6.23
H: -3.91 -2.41 5.92
H: -4.86 -1.73 4.60
C: -3.81 -3.86 -5.13
C: -4.52 -2.73 -4.34
N: -3.68 -1.72 -3.71
C: -2.72 -1.06 -4.66
C: -3.53 -0.30 -5.72
C: -2.96 -2.27 -2.48
C: -2.28 -1.17 -1.64
H: -4.45 -4.71 -5.35
H: -2.95 -4.28 -4.60
H: -3.41 -3.47 -6.06
H: -5.30 -2.25 -4.93
H: -5.13 -3.18 -3.56
H: -2.07 -0.33 -4.18
H: -2.05 -1.81 -5.10
H: -4.38 0.20 -5.27
H: -2.94 0.47 -6.22
H: -3.90 -1.01 -6.45
H: -2.27 -3.10 -2.66
H: -3.76 -2.68 -1.86
H: -2.92 -0.32 -1.40
H: -1.39 -0.78 -2.14
H: -1.93 -1.56 -0.69
C: 1.41 3.88 1.86
C: 0.26 4.83 2.39
N: -1.04 4.17 2.38
C: -1.97 4.97 3.26
C: -1.66 4.68 4.72
C: -1.48 4.19 0.96
C: -2.76 3.41 0.75
H: 1.21 3.58 0.83
H: 1.53 2.97 2.44
H: 2.39 4.36 1.93
H: 0.60 5.07 3.40
H: 0.30 5.78 1.85
H: -1.89 6.04 3.10
H: -3.03 4.75 3.11
H: -0.67 5.03 5.03
H: -2.45 5.27 5.20
H: -1.86 3.62 4.88
H: -0.75 3.83 0.25
H: -1.70 5.17 0.53
H: -2.52 2.39 1.03
H: -3.02 3.35 -0.31
H: -3.60 3.80 1.33
C: -0.17 5.87 -3.59
C: -0.68 4.73 -2.71
N: -0.47 3.46 -3.40
C: -1.29 2.39 -2.82
C: -2.72 2.39 -3.46
C: 0.94 2.97 -3.24
C: 1.34 1.86 -4.25
H: -0.66 5.91 -4.57
H: 0.90 5.83 -3.78
H: -0.51 6.81 -3.14
H: -0.29 4.75 -1.69
H: -1.74 4.94 -2.55
H: -0.98 1.39 -3.11
H: -1.30 2.51 -1.74
H: -3.26 1.49 -3.18
H: -3.33 3.21 -3.08
H: -2.69 2.42 -4.55
H: 1.11 2.77 -2.18
H: 1.66 3.78 -3.42
H: 0.79 0.96 -3.95
H: 2.41 1.70 -4.30
H: 1.00 2.06 -5.27
C: 2.19 -2.55 -3.53
C: 3.56 -3.20 -3.13
N: 4.72 -2.31 -3.32
C: 5.03 -2.11 -4.74
C: 6.50 -1.69 -5.12
C: 4.70 -1.10 -2.50
C: 4.84 -1.48 -1.03
H: 1.91 -1.69 -2.93
H: 1.41 -3.31 -3.40
H: 2.15 -2.29 -4.58
H: 3.62 -3.55 -2.10
H: 3.86 -4.12 -3.63
H: 4.90 -3.02 -5.33
H: 4.30 -1.42 -5.15
H: 6.62 -0.64 -5.39
H: 7.24 -1.83 -4.33
H: 6.78 -2.23 -6.02
H: 3.82 -0.47 -2.62
H: 5.55 -0.45 -2.69
H: 4.86 -0.58 -0.41
H: 5.73 -2.07 -0.84
H: 3.99 -2.04 -0.67

=====

Record 5
Molecular formula: C20H80MgN40O24S
Method: DFT, the ωB97M-V functional and the def2-TZVPD basis

Properties
LUMO level: 0.1 eV
E: -5405.43132 Eh
E_HOMO: -0.3442 hartree
max |F|: 5.49 eV Å⁻¹

Element x y z (Å)
Mg: 13.18 18.10 12.71
S: 11.01 17.28 14.14
O: 11.15 18.48 13.20
O: 12.28 16.57 13.90
O: 10.88 17.97 15.48
O: 9.84 16.52 13.60
C: 9.73 10.54 12.77
O: 10.66 10.63 11.96
N: 9.73 9.59 13.87
N: 8.59 11.42 12.70
H: 10.60 9.09 13.96
H: 9.19 9.64 14.76
H: 7.81 11.03 13.19
H: 8.39 12.00 11.89
C: 6.50 19.76 13.61
O: 5.57 20.54 13.80
N: 6.56 18.50 14.12
N: 7.72 20.09 12.97
H: 7.49 18.09 14.06
H: 5.77 18.01 14.51
H: 8.26 19.56 12.25
H: 7.88 21.08 12.90
C: 10.50 12.98 19.79
O: 10.08 11.88 20.09
N: 11.94 13.41 19.84
N: 9.61 13.94 19.49
H: 12.25 14.16 19.21
H: 12.54 12.58 19.88
H: 8.63 13.78 19.27
H: 9.99 14.74 18.98
C: 10.12 19.10 20.25
O: 8.93 18.97 19.85
N: 10.96 20.16 19.85
N: 10.60 18.25 21.26
H: 10.53 20.69 19.10
H: 11.92 20.15 20.08
H: 9.96 17.65 21.80
H: 11.36 18.37 21.85
C: 7.53 16.81 10.60
O: 8.00 16.66 9.46
N: 6.23 16.40 10.90
N: 8.30 17.22 11.62
H: 5.56 16.57 10.14
H: 5.82 16.71 11.76
H: 9.28 17.35 11.51
H: 7.99 17.34 12.56
C: 12.38 15.44 10.96
O: 12.55 16.74 11.00
N: 11.51 14.93 11.76
N: 13.14 14.76 10.18
H: 11.15 13.95 11.72
H: 10.94 15.58 12.30
H: 13.77 15.26 9.61
H: 13.01 13.77 10.06
C: 10.21 21.74 11.43
O: 9.77 22.31 12.45
N: 10.04 22.31 10.16
N: 10.75 20.50 11.52
H: 10.51 21.94 9.38
H: 9.65 23.23 10.21
H: 10.61 20.10 12.43
H: 11.23 20.03 10.77
C: 15.83 17.00 13.53
O: 14.90 17.12 12.74
N: 16.34 15.77 13.72
N: 16.31 17.92 14.26
H: 15.98 15.07 13.08
H: 17.18 15.51 14.14
H: 15.60 18.62 14.41
H: 17.07 17.69 14.88
C: 11.33 23.91 15.67
O: 12.38 23.89 15.02
N: 11.34 23.92 17.04
N: 10.07 23.72 15.08
H: 10.53 24.27 17.53
H: 12.26 23.88 17.48
H: 9.36 23.44 15.75
H: 9.85 23.74 14.09
C: 7.53 16.24 17.55
O: 6.97 15.73 18.55
N: 7.54 17.62 17.32
N: 8.22 15.27 16.78
H: 7.50 18.08 18.24
H: 8.36 18.02 16.81
H: 7.95 14.31 16.75
H: 8.67 15.57 15.91
C: 17.55 16.55 16.96
O: 18.28 16.69 15.97
N: 16.96 17.77 17.52
N: 17.48 15.38 17.56
H: 16.11 17.86 18.08
H: 17.21 18.65 17.07
H: 16.65 15.10 18.01
H: 17.90 14.61 17.03
C: 11.67 13.13 15.59
O: 11.75 12.40 16.57
N: 10.68 12.82 14.55
N: 12.64 14.06 15.36
H: 10.11 13.65 14.37
H: 10.10 12.14 14.97
H: 13.19 14.47 16.13
H: 12.57 14.67 14.57
C: 16.65 12.14 15.97
O: 16.99 12.49 17.06
N: 17.58 12.13 14.92
N: 15.29 11.75 15.54
H: 17.41 12.24 13.92
H: 18.52 12.47 15.15
H: 15.14 11.50 14.57
H: 14.47 12.06 16.06
C: 13.55 16.54 18.24
O: 14.57 16.27 18.85
N: 13.62 16.96 16.95
N: 12.22 16.27 18.74
H: 14.50 17.38 16.71
H: 12.83 17.41 16.46
H: 12.16 16.21 19.80
H: 11.50 16.81 18.29
C: 14.71 12.09 11.30
O: 15.57 12.88 11.68
N: 14.93 11.46 10.07
N: 13.40 12.00 11.89
H: 15.89 11.49 9.77
H: 14.29 10.89 9.57
H: 12.63 11.43 11.58
H: 13.19 12.63 12.65
C: 7.85 11.04 16.86
O: 7.58 11.14 15.65
N: 9.09 11.42 17.37
N: 6.92 10.60 17.74
H: 9.37 11.11 18.29
H: 9.92 11.59 16.82
H: 6.94 10.66 18.75
H: 6.04 10.40 17.24
C: 14.60 20.05 10.37
O: 14.41 19.63 11.55
N: 13.86 21.00 9.88
N: 15.69 19.59 9.74
H: 13.70 21.25 8.94
H: 12.98 21.06 10.38
H: 16.26 19.02 10.35
H: 16.20 20.08 9.03
C: 13.43 20.45 14.59
O: 13.90 19.29 14.44
N: 12.26 20.65 15.02
N: 14.14 21.50 14.29
H: 11.77 19.80 15.27
H: 11.79 21.43 14.58
H: 13.80 22.43 14.46
H: 14.92 21.44 13.64
C: 7.97 21.63 18.43
O: 9.13 21.94 18.26
N: 7.30 21.99 19.62
N: 7.23 21.04 17.49
H: 6.58 21.31 19.91
H: 7.90 22.23 20.40
H: 6.24 21.18 17.33
H: 7.77 20.67 16.71
C: 10.53 19.32 8.70
O: 11.47 20.08 8.70
N: 10.44 18.14 9.33
N: 9.56 19.61 7.71
H: 11.22 17.60 9.69
H: 9.52 17.71 9.35
H: 9.21 20.54 7.87
H: 8.81 18.99 7.35